C26H67N5O8 | the ωB97M-V functional and the def2-TZVPD basis

```
! RIJCOSX wB97M-V def2-TZVPD def2/J DEFGRID3
* xyz 0 1
C 5.6013 2.7147 -3.0855
O 4.9201 1.9687 -4.0848
C 3.5499 1.8564 -3.8710
C 2.9435 0.7230 -4.7024
N 3.0432 1.0314 -6.1315
C 3.4014 -0.1393 -6.9303
C 3.3791 0.2275 -8.4283
O 3.4375 -0.9482 -9.2169
C 3.9344 -0.8247 -10.5277
H 5.3546 2.2945 -2.1085
H 5.4543 3.7859 -3.2231
H 6.6703 2.5277 -3.1948
H 2.9913 2.7715 -4.1099
H 3.2758 1.6327 -2.8313
H 1.9476 0.4121 -4.3784
H 3.5421 -0.1742 -4.4762
H 3.8526 1.6434 -6.1422
H 2.8365 -1.0483 -6.7385
H 4.4654 -0.3133 -6.7209
H 4.1954 0.9372 -8.5756
H 2.3869 0.6387 -8.6282
H 3.4371 0.0384 -10.9850
H 3.9416 -1.7158 -11.1467
H 4.9871 -0.5126 -10.4544
C 0.5930 4.4793 3.8834
O 1.2809 3.3331 3.4263
C 1.8764 2.6857 4.5519
C 2.9579 1.7345 3.9614
N 2.3428 0.7708 3.0799
C 3.1176 0.6194 1.8377
C 2.2216 0.0534 0.7458
O 0.9672 0.7578 0.6985
C 1.0691 1.8960 -0.1278
H 0.0673 4.8974 3.0237
H 1.2448 5.2417 4.3202
H -0.2051 4.3230 4.6196
H 1.1112 2.1507 5.1265
H 2.3220 3.3404 5.3083
H 3.3833 1.3161 4.8816
H 3.7182 2.3945 3.5361
H 1.4583 1.0966 2.7011
H 3.9086 -0.1275 1.9563
H 3.5671 1.5442 1.4531
H 1.9924 -0.9461 1.1251
H 2.7246 -0.0454 -0.2163
H 1.3089 1.7891 -1.1897
H 1.8744 2.5716 0.1994
H 0.1803 2.4853 0.0908
C -0.2552 -1.6206 -1.2428
O -0.4619 -2.9249 -0.7373
C -1.7859 -3.4079 -0.8712
C -1.8112 -4.8286 -0.3069
N -2.7043 -5.0309 0.8258
C -4.1220 -5.2846 0.5448
C -4.9529 -5.2057 1.8353
O -5.0549 -3.8628 2.2809
C -6.2518 -3.1940 2.0126
H -0.6264 -0.9505 -0.4594
H -0.7895 -1.3518 -2.1593
H 0.8010 -1.4039 -1.3887
H -2.0348 -3.3673 -1.9364
H -2.5834 -2.8557 -0.3592
H -0.8150 -4.9834 0.1183
H -1.8229 -5.6012 -1.0862
H -2.3529 -5.7606 1.4285
H -4.1809 -6.2940 0.1221
H -4.4946 -4.5065 -0.1208
H -4.4849 -5.7637 2.6564
H -5.8903 -5.7728 1.8566
H -6.3456 -2.7786 1.0010
H -6.2702 -2.2744 2.6034
H -7.1671 -3.7406 2.2531
C -4.2758 4.6868 2.3596
C -4.2574 4.2498 0.8723
C -2.8157 4.1131 0.3888
O -2.1154 5.3471 0.4496
C -0.8023 5.2174 -0.0780
N -4.8848 2.9085 0.7170
H -3.3533 5.2256 2.5902
H -4.3619 3.8613 3.0682
H -5.0946 5.3702 2.5938
H -4.8608 4.9885 0.3454
H -2.7808 3.7555 -0.6446
H -2.2744 3.4438 1.0730
H -0.8231 4.5058 -0.9056
H -0.0968 4.8221 0.6605
H -0.4594 6.2225 -0.3116
H -5.8302 3.1883 0.9676
H -4.4923 2.3049 1.4294
C -1.3760 -4.5749 3.9413
C -1.5069 -3.0705 3.7804
C -0.2077 -2.2769 3.6804
O 0.5603 -2.7082 4.8107
C 1.6697 -1.8927 5.0372
N -2.3606 -2.6309 2.6819
H -2.3915 -4.9510 4.0785
H -0.7935 -4.8016 4.8337
H -0.8852 -5.0260 3.0770
H -1.9230 -2.6589 4.7075
H -0.4397 -1.2112 3.7086
H 0.3184 -2.5081 2.7446
H 2.1647 -1.5802 4.1167
H 2.4285 -2.4179 5.6323
H 1.5396 -1.0252 5.6994
H -2.0906 -3.0715 1.8152
H -3.3017 -2.9296 2.9076
*
```

Lowest unoccupied orbital energy, eV: 0.6106
E_HOMO, eV: -8.158
ΔE to the lowest compared entry with this formula, charge and spin, kcal per mole: 52.4
SMILES string: COC[C@H](C)N.COC[C@H](C)N.COCCNCCOC.COCCNCCOC.COCCNCCOC
DFT total energy, Eh: -1906.2480
Frontier orbital gap, eV: 8.7688

=====

C4H10N4 | the ωB97M-V functional and the def2-TZVPD basis

```
! RIJCOSX wB97M-V def2-TZVPD def2/J DEFGRID3
* xyz 0 1
C 1.1936 0.8159 -0.5874
C 1.0834 -0.6485 -1.0236
C 0.0798 -1.5736 -0.3092
C -1.3534 -1.2471 -0.6032
H 0.1796 2.6895 1.7552
H 0.8167 3.1728 0.1499
H 1.7585 1.5489 -1.2402
H 2.1536 -1.0406 -1.0056
H 0.9052 -0.6333 -2.1428
H 0.3165 -1.5346 0.7569
H 0.2449 -2.6289 -0.5932
H -1.7324 -1.6614 -1.5707
H -2.3905 0.2814 1.8027
H -0.9016 -0.0639 1.5142
N 0.8911 2.5373 0.9285
N 0.7734 1.1873 0.5485
N -2.2035 -0.6915 0.1566
N -1.8149 -0.5097 1.4631
*
```

Lowest unoccupied orbital energy, eV: 0.9754
E_HOMO, eV: -8.984
ΔE to the lowest compared entry with this formula, charge and spin, kcal per mole: 68.4
SMILES string: N/N=C\CC/C=N/N
DFT total energy, Eh: -377.3379
Frontier orbital gap, eV: 9.9590

=====

C8H24N2O9PSeY | the ωB97M-V functional and the def2-TZVPD basis

```
! RIJCOSX wB97M-V def2-TZVPD def2/J DEFGRID3
* xyz 2 1
Y -0.0267 -0.2606 0.6341
C -0.4972 -3.2407 2.5886
O 0.2354 -1.9898 2.4355
C 1.4029 -2.0130 3.2455
C 2.0471 -0.6937 3.1227
O 2.0209 -0.3306 1.7506
C 3.1386 -0.7548 0.9336
C 2.6865 -0.4895 -0.4673
O 1.5015 -1.3191 -0.6140
C 1.6147 -2.6685 -1.1072
H -0.8728 -3.3652 3.6291
H 0.1572 -4.0981 2.3184
H -1.3562 -3.2106 1.9428
H 2.0618 -2.7894 2.8315
H 1.1156 -2.3056 4.2569
H 3.0627 -0.6759 3.5151
H 1.4563 0.0909 3.6121
H 3.2533 -1.8318 1.0941
H 4.0284 -0.1890 1.1879
H 3.4484 -0.7911 -1.1774
H 2.3411 0.5481 -0.6116
H 2.3186 -2.7172 -1.9367
H 0.6234 -2.9731 -1.4495
H 1.9893 -3.3421 -0.3027
O -2.1111 -0.6311 -0.0011
Se -2.7566 -0.2846 1.5437
O -2.9116 -1.6205 2.4034
O -1.5657 0.7506 2.0810
O -4.0069 0.6363 1.1997
N -3.5728 2.1480 -0.7705
C -2.2283 2.7616 -1.0820
P -1.0557 1.7605 -2.0759
O -1.7189 1.1247 -3.2525
O -0.0906 0.9881 -1.1923
C -0.0109 3.0827 -2.9026
N -0.1338 2.8499 -4.3636
H -4.1595 2.8707 -0.4693
H -3.6012 1.3393 0.1745
H -3.9633 1.6719 -1.5565
H -1.7878 2.9938 -0.1052
H -2.4162 3.6618 -1.6063
H 1.0156 2.8596 -2.6653
H -0.2364 4.1527 -2.7104
H -0.6943 1.9447 -4.4857
H 0.8113 2.6969 -4.7441
H -0.5560 3.6524 -4.8512
*
```

Lowest unoccupied orbital energy, eV: -5.5789
E_HOMO, eV: -16.051
ΔE to the lowest compared entry with this formula, charge and spin, kcal per mole: 16.9
DFT total energy, Eh: -3886.5703
Frontier orbital gap, eV: 10.4718

=====

C2H3ClN2 | the ωB97M-V functional and the def2-TZVPD basis

```
! RIJCOSX wB97M-V def2-TZVPD def2/J DEFGRID3
* xyz 0 1
C 1.5879 0.1114 -0.0748
C -1.0122 -0.0910 0.0510
N 0.2038 0.4304 -0.1676
N 2.7250 -0.1691 -0.0938
Cl -0.4802 -2.0183 0.2361
H -1.4939 0.1596 1.0343
H -1.6500 0.0779 -0.8820
H 0.1197 1.4991 -0.1032
*
```

Lowest unoccupied orbital energy, eV: 0.1061
E_HOMO, eV: -10.166
ΔE to the lowest compared entry with this formula, charge and spin, kcal per mole: 56.8
SMILES string: N#CNCCl
DFT total energy, Eh: -647.6313
Frontier orbital gap, eV: 10.2725

=====

C6H10BrNO2 | the ωB97M-V functional and the def2-TZVPD basis

```
! RIJCOSX wB97M-V def2-TZVPD def2/J DEFGRID3
* xyz 0 1
C 2.2118 -1.1711 -0.3828
C 1.5748 -0.0189 1.4945
C 1.0192 0.6249 0.2509
C -2.0743 1.3764 0.1591
C -1.2942 -0.9171 -1.0601
C -1.2077 0.0863 0.1314
N 1.5282 -0.0756 -0.8154
O 2.8468 -1.9476 -1.0207
O 2.2459 -1.1071 0.9239
Br 0.9462 2.5245 -0.0959
H 2.3050 0.4437 2.2118
H 0.7244 -0.3566 2.1812
H -3.0389 1.0468 -0.1172
H -1.8569 2.2405 -0.4679
H -2.1274 1.5643 1.2122
H -0.5560 -1.8256 -0.8931
H -0.8365 -0.6696 -2.0102
H -2.3342 -1.2305 -1.0249
H -1.0706 -0.4748 1.0410
H 0.9947 -0.1128 -1.7178
*
```

Lowest unoccupied orbital energy, eV: 0.6099
E_HOMO, eV: -8.137
ΔE to the lowest compared entry with this formula, charge and spin, kcal per mole: 60.7
DFT total energy, Eh: -3013.7701
Frontier orbital gap, eV: 8.7467

=====

H4N2O3Si | the ωB97M-V functional and the def2-TZVPD basis

```
! RIJCOSX wB97M-V def2-TZVPD def2/J DEFGRID3
* xyz 0 1
N 1.2828 1.6555 1.3848
N -0.1430 -1.7239 0.0280
O -1.2575 -1.9247 0.5011
O 0.7887 -2.5059 0.0745
O -1.3837 0.3893 -1.2513
Si 0.0543 -0.1322 -0.7975
H 0.4259 1.7498 1.9214
H 1.3669 2.4832 0.8013
H -2.2216 0.1195 -0.8710
H 1.0872 -0.1104 -1.7914
*
```

Lowest unoccupied orbital energy (alpha / beta), eV: -1.2411 / -1.0873
E_HOMO (alpha / beta), eV: -10.618 / -8.446
ΔE to the lowest compared entry with this formula, charge and spin, kcal per mole: 99.4
DFT total energy, Eh: -626.9602
Frontier orbital gap (alpha / beta), eV: 9.3772 / 7.3585